6 unconnected molecules or ions with the total composition C43H37F2N5O12, computed with ωB97M-V with the def2-TZVPD basis set.

## Properties
frontier orbital gap = 7.903 eV
structure (SMILES) = C#CCCCC1=C([C@@H](C)F)C(=O)C(F)=CC1=O.O=[N+]([O-])c1ccccc1.O=[N+]([O-])c1ccccc1.O=[N+]([O-])c1ccccc1.O=[N+]([O-])c1ccccc1.O=[N+]([O-])c1ccccc1

Structure (ORCA input):
```
! RIJCOSX wB97M-V def2-TZVPD def2/J DEFGRID3
* xyz 0 1
C -1.11 4.73 -1.07
C -0.99 3.51 -1.58
C -1.38 2.22 -2.49
C -1.16 2.46 -4.07
C -2.51 2.97 -4.85
C -3.09 4.25 -4.08
C -4.32 4.26 -3.29
C -5.18 2.91 -3.24
C -6.52 2.98 -2.35
F -5.63 2.62 -4.62
C -4.67 5.65 -2.57
O -5.38 5.77 -1.51
C -4.08 7.05 -3.16
F -4.70 8.33 -2.92
C -2.86 7.05 -3.94
C -2.21 5.61 -4.20
O -0.97 5.57 -4.55
H -1.15 5.67 -0.39
H -0.61 1.40 -2.17
H -2.44 1.82 -2.24
H -0.25 3.12 -4.34
H -0.93 1.41 -4.54
H -3.22 2.07 -4.90
H -2.22 3.22 -5.95
H -4.47 2.07 -2.85
H -7.11 1.99 -2.49
H -7.18 3.84 -2.73
H -6.30 3.17 -1.22
H -2.37 7.99 -4.35
C 4.41 0.36 0.88
C 3.33 -0.04 0.11
C 2.05 0.43 0.39
C 1.87 1.32 1.46
C 2.95 1.72 2.24
C 4.23 1.24 1.94
N 0.53 1.84 1.75
O -0.40 1.45 1.05
O 0.42 2.64 2.67
H 5.41 0.00 0.65
H 3.48 -0.73 -0.72
H 1.21 0.10 -0.21
H 2.82 2.41 3.07
H 5.08 1.55 2.54
C -0.28 -4.62 3.46
C 0.80 -5.46 3.71
C 2.10 -5.01 3.51
C 2.30 -3.70 3.06
C 1.22 -2.86 2.80
C -0.07 -3.32 3.00
N 3.67 -3.21 2.86
O 4.60 -3.99 3.08
O 3.81 -2.05 2.50
H -1.29 -4.98 3.63
H 0.63 -6.48 4.07
H 2.93 -5.67 3.70
H 1.37 -1.84 2.44
H -0.92 -2.67 2.81
C 3.29 -5.16 9.60
C 3.48 -4.37 8.47
C 2.39 -3.75 7.86
C 1.12 -3.92 8.41
C 0.92 -4.72 9.54
C 2.02 -5.34 10.14
N -0.03 -3.25 7.79
O 0.18 -2.58 6.78
O -1.13 -3.40 8.31
H 4.15 -5.64 10.08
H 4.48 -4.24 8.06
H 2.55 -3.14 6.98
H -0.06 -4.86 9.96
H 1.88 -5.95 11.02
C -9.98 3.07 -7.89
C -9.75 2.24 -8.98
C -8.54 1.58 -9.12
C -7.55 1.76 -8.14
C -7.77 2.60 -7.05
C -8.99 3.25 -6.92
N -6.27 1.05 -8.27
O -6.11 0.34 -9.25
O -5.44 1.20 -7.38
H -10.94 3.58 -7.78
H -10.53 2.10 -9.73
H -8.37 0.94 -9.97
H -7.01 2.75 -6.29
H -9.17 3.91 -6.08
C 10.47 -4.24 2.24
C 10.24 -2.96 2.73
C 9.27 -2.16 2.13
C 8.53 -2.65 1.06
C 8.77 -3.94 0.56
C 9.74 -4.73 1.16
N 7.49 -1.82 0.45
O 7.33 -0.69 0.89
O 6.84 -2.30 -0.48
H 11.22 -4.87 2.71
H 10.81 -2.59 3.57
H 9.10 -1.16 2.52
H 8.20 -4.33 -0.28
H 9.93 -5.73 0.79
*
```

=====

A molecular structure, C43H38ClLaN2P2S, computed with ωB97M-V with the def2-TZVPD basis set.

## Properties
frontier orbital gap = 7.018 eV

Structure (ORCA input):
```
! RIJCOSX wB97M-V def2-TZVPD def2/J DEFGRID3
* xyz 2 1
La 0.24 0.34 -0.11
Cl 1.84 2.16 -0.89
P -1.26 0.78 -2.58
P 2.29 -0.41 1.84
C -2.81 -0.17 -2.63
C -0.39 0.46 -4.14
C -1.70 2.53 -2.45
C 2.24 0.80 3.20
C 2.02 -2.03 2.62
C 3.92 -0.41 1.06
C -4.06 0.42 -2.37
C -5.21 -0.37 -2.25
C -5.14 -1.75 -2.40
C -3.89 -2.34 -2.65
C -2.74 -1.56 -2.78
H -4.14 1.51 -2.26
H -6.17 0.10 -2.05
H -6.04 -2.37 -2.31
H -3.81 -3.43 -2.73
H -1.78 -2.05 -2.96
C -2.16 3.03 -1.21
C -2.42 4.39 -1.06
C -2.24 5.27 -2.13
C -1.79 4.78 -3.36
C -1.51 3.43 -3.52
H -2.33 2.34 -0.35
H -2.75 4.76 -0.09
H -2.46 6.35 -2.02
H -1.65 5.47 -4.20
H -1.13 3.06 -4.48
C -1.07 0.11 -5.32
C -0.35 -0.20 -6.47
C 1.05 -0.20 -6.46
C 1.73 0.15 -5.28
C 1.02 0.50 -4.13
H -2.16 0.06 -5.32
H -0.87 -0.49 -7.39
H 1.61 -0.47 -7.36
H 2.82 0.14 -5.25
H 1.56 0.80 -3.23
C 2.89 -3.11 2.40
C 2.58 -4.39 2.89
C 1.39 -4.62 3.57
C 0.50 -3.54 3.76
C 0.83 -2.26 3.32
H 3.82 -2.96 1.85
H 3.28 -5.21 2.73
H 1.14 -5.62 3.94
H -0.46 -3.71 4.26
H 0.12 -1.44 3.50
C 1.81 2.10 2.91
C 1.59 3.02 3.95
C 1.88 2.67 5.28
C 2.38 1.39 5.55
C 2.54 0.46 4.53
H 1.68 2.41 1.86
H 1.20 4.00 3.71
H 1.71 3.39 6.09
H 2.60 1.12 6.59
H 2.87 -0.56 4.77
C 5.04 0.16 1.70
C 6.27 0.20 1.04
C 6.39 -0.31 -0.26
C 5.26 -0.86 -0.90
C 4.03 -0.92 -0.25
H 4.95 0.59 2.70
H 7.15 0.63 1.54
H 7.36 -0.28 -0.76
H 5.35 -1.24 -1.91
H 3.17 -1.36 -0.77
H 0.97 4.67 0.47
H 1.48 4.35 -0.02
N -1.85 1.89 2.45
C -2.24 0.61 2.26
N -1.62 -0.20 1.37
C -2.23 -1.49 1.35
C -1.78 -2.58 0.57
C -2.50 -3.79 0.63
C -3.60 -3.90 1.47
C -4.02 -2.81 2.26
C -3.34 -1.59 2.20
S -3.62 -0.06 3.07
H -2.33 2.41 3.19
H -0.92 2.19 2.18
H -0.87 -2.50 -0.06
H -2.15 -4.65 0.02
H -4.14 -4.84 1.54
H -4.87 -2.92 2.91
*
```

=====

A molecular structure, C43H38F3N7O5PtS, computed with ωB97M-V with the def2-TZVPD basis set.

## Properties
energy above the lowest of the compared OMol25 structures with the same formula, charge and spin = 0.049 eV
frontier orbital gap = 7.851 eV

Structure (ORCA input):
```
! RIJCOSX wB97M-V def2-TZVPD def2/J DEFGRID3
* xyz 0 1
Pt 0.12 0.13 1.22
C -0.60 -4.46 3.62
C -0.26 -4.79 2.17
C -0.18 -6.28 1.93
O 0.99 -4.18 1.82
C 0.74 -2.94 1.16
C -0.81 -2.86 1.13
O -1.20 -4.22 1.27
C -1.58 -2.08 0.06
O -0.92 -0.87 -0.19
C -3.01 -1.77 0.55
C -3.63 -2.40 1.62
C -4.96 -2.09 1.95
C -5.66 -1.16 1.20
C -5.04 -0.53 0.13
C -3.73 -0.83 -0.19
C -1.75 -2.86 -1.25
C -1.28 -2.35 -2.44
C -1.41 -3.06 -3.63
C -2.05 -4.29 -3.63
C -2.57 -4.79 -2.45
C -2.44 -4.08 -1.26
C 1.79 -2.88 -0.02
O 1.40 -2.04 -1.17
C 2.05 -4.20 -0.73
C 3.32 -4.50 -1.22
C 3.51 -5.64 -2.00
C 2.44 -6.46 -2.32
C 1.17 -6.13 -1.86
C 0.98 -5.01 -1.07
C 2.99 -2.23 0.64
C 2.98 -0.84 0.71
C 3.97 -0.13 1.37
C 4.96 -0.83 2.03
C 4.95 -2.22 2.03
C 3.97 -2.92 1.34
H 0.18 -4.87 4.27
H -1.55 -4.92 3.89
H -0.66 -3.39 3.80
H 0.60 -6.70 2.57
H 0.06 -6.48 0.89
H -1.13 -6.74 2.18
H 1.05 -2.14 1.84
H -1.03 -2.34 2.07
H -3.11 -3.14 2.20
H -5.43 -2.60 2.77
H -6.70 -0.94 1.45
H -5.60 0.18 -0.48
H -3.24 -0.36 -1.04
H -0.81 -1.38 -2.44
H -1.00 -2.64 -4.54
H -2.14 -4.85 -4.55
H -3.10 -5.74 -2.44
H -2.86 -4.48 -0.35
H 4.16 -3.85 -1.02
H 4.50 -5.86 -2.38
H 2.59 -7.33 -2.94
H 0.32 -6.75 -2.12
H -0.02 -4.76 -0.73
H 2.10 0.86 -0.10
H 3.95 0.96 1.37
H 5.74 -0.29 2.56
H 5.72 -2.77 2.56
H 3.96 -4.00 1.34
F 2.44 5.32 2.49
C 3.30 4.34 2.82
F 4.19 4.22 1.82
F 4.00 4.80 3.88
C 2.61 3.04 3.15
C 2.80 2.50 4.39
C 2.20 1.29 4.73
C 1.43 0.68 3.78
N 1.24 1.20 2.55
C 1.80 2.39 2.18
S 1.55 2.98 0.60
H 3.43 3.01 5.11
H 2.33 0.83 5.70
H 0.92 -0.26 3.96
N 1.07 -0.88 -4.49
C 1.26 -0.53 -3.41
N 1.49 0.00 -2.20
C 1.56 -0.75 -1.18
N 1.89 -0.14 0.06
C -4.77 2.22 2.32
N -3.58 1.43 2.57
C -3.39 0.53 3.70
C -2.03 -0.07 3.40
O -1.46 -0.91 4.05
N -1.56 0.52 2.24
C -2.50 1.38 1.80
N -2.32 2.13 0.73
H -5.58 1.83 2.93
H -5.07 2.13 1.28
H -4.61 3.27 2.57
H -4.16 -0.25 3.73
H -3.36 1.07 4.65
H -1.46 2.03 0.21
H -3.06 2.68 0.34
*
```

=====

no.,F_max (eV Å⁻¹)
1,6.462
2,2.018
3,0.158